Entry 1:
{"formula": "C40H30AsBr2Cl5N3O4RuS", "method": "ωB97M-V with the def2-TZVPD basis set", "elements": ["Ru", "C", "C", "C", "C", "C", "C", "Br", "C", "C", "Br", "C", "O", "C", "N", "H", "H", "H", "H", "H", "H", "O", "S", "O", "N", "C", "C", "C", "C", "C", "C", "C", "C", "N", "C", "C", "C", "C", "C", "C", "C", "H", "H", "H", "H", "H", "H", "H", "H", "H", "H", "H", "Cl", "C", "C", "Cl", "C", "Cl", "C", "O", "C", "Cl", "C", "Cl", "C", "As", "C", "C", "C", "C", "C", "C", "C", "C", "H", "H", "H", "H", "H", "H", "H", "H", "H", "H", "H", "H", "H"], "coordinates": [[-0.68589, -0.21883, -0.86706], [-4.37144, 0.07257, -0.77130], [-3.71746, 1.41876, -0.69803], [-4.46311, 2.56498, -0.39636], [-3.85059, 3.78906, -0.30293], [-2.46807, 3.88810, -0.53522], [-1.72571, 5.08603, -0.50046], [-2.56756, 6.72432, -0.03945], [-0.38679, 5.09992, -0.79919], [0.26840, 3.91557, -1.12283], [2.09480, 3.94945, -1.54343], [-0.38273, 2.67859, -1.13685], [0.21337, 1.57369, -1.41733], [-1.78064, 2.68552, -0.84207], [-2.41234, 1.48621, -0.90717], [-5.45062, 0.17036, -0.87106], [-4.15698, -0.49230, 0.13855], [-3.98157, -0.49025, -1.61738], [-5.53098, 2.48050, -0.24907], [-4.42290, 4.67653, -0.07209], [0.15996, 6.03197, -0.79263], [1.07027, -0.04822, 2.80876], [0.13383, 0.82927, 2.15030], [0.64639, 1.92859, 1.38715], [-0.87607, -0.03709, 1.19409], [-1.53718, -1.11108, 1.77927], [-1.67561, -1.35033, 3.14250], [-2.38799, -2.46234, 3.60560], [-2.96297, -3.35649, 2.74267], [-2.83586, -3.16577, 1.35575], [-3.35589, -4.05540, 0.39754], [-3.16518, -3.78583, -0.93486], [-2.49453, -2.62957, -1.31353], [-1.98941, -1.77166, -0.44269], [-2.12744, -2.03360, 0.88194], [-0.85809, 1.59471, 3.41472], [-0.46282, 1.45632, 4.73583], [-1.16064, 2.13699, 5.72173], [-2.23414, 2.94684, 5.37536], [-2.62026, 3.07451, 4.04763], [-1.93008, 2.39515, 3.05627], [-1.21172, -0.68834, 3.85144], [-2.46865, -2.62448, 4.67249], [-3.50372, -4.21717, 3.11462], [-3.89666, -4.93629, 0.71793], [-3.53991, -4.45491, -1.69637], [-2.37032, -2.38858, -2.36061], [0.38465, 0.82478, 4.96810], [-0.86325, 2.03321, 6.75663], [-2.77098, 3.48124, 6.14832], [-3.45742, 3.70774, 3.78536], [-2.20441, 2.48760, 2.01120], [0.14613, -4.50719, -6.83089], [0.19574, -3.87604, -5.23074], [-0.24476, -2.58463, -4.96944], [-0.85147, -1.59499, -6.23898], [-0.19997, -2.09174, -3.67588], [-0.77021, -0.49519, -3.31238], [0.30956, -2.82307, -2.57655], [0.39835, -2.33322, -1.40181], [0.71916, -4.15179, -2.88187], [1.28617, -5.10598, -1.56669], [0.66915, -4.65842, -4.16966], [1.18992, -6.26656, -4.47258], [2.59558, -0.02720, -2.33503], [2.12742, -0.36534, -0.46511], [3.09563, -2.06205, -0.31661], [3.40708, 0.84334, 0.49298], [4.81908, 0.68466, 0.04283], [5.69335, -0.16037, 0.72583], [7.01273, -0.29609, 0.32505], [7.48275, 0.41257, -0.77095], [6.62594, 1.26038, -1.45794], [5.30597, 1.39441, -1.05563], [3.67658, -0.05547, -2.46111], [2.20994, 0.93691, -2.65798], [2.15028, -0.81622, -2.94146], [4.14845, -1.89136, -0.53321], [2.67797, -2.75206, -1.04084], [2.98379, -2.48505, 0.68085], [3.29255, 0.59263, 1.54305], [3.03934, 1.85333, 0.33476], [5.32966, -0.70404, 1.59044], [7.67825, -0.95214, 0.87184], [8.51286, 0.30970, -1.08686], [6.98830, 1.82692, -2.30655], [4.64365, 2.07084, -1.58266]], "forces_ev_per_angstrom": [[-0.36, 1.16, 0.08], [-0.08, 0.10, 0.01], [0.44, -0.57, -0.09], [-0.06, 0.62, 0.06], [-0.22, -0.42, -0.04], [0.19, -0.10, -0.05], [0.23, 0.24, -0.01], [-0.02, -0.04, -0.01], [-0.42, 0.08, 0.05], [-0.26, -0.65, -0.07], [0.21, 0.07, -0.04], [0.03, 0.62, 0.22], [0.42, -0.70, -0.14], [0.08, 0.45, -0.07], [0.49, -0.98, 0.33], [-0.01, 0.01, 0.00], [-0.08, 0.01, -0.03], [-0.08, 0.05, 0.01], [0.01, -0.07, 0.02], [0.01, 0.02, 0.02], [0.03, -0.01, 0.03], [-0.03, 0.05, 0.05], [0.04, -0.02, -0.02], [0.05, -0.01, -0.34], [0.06, 0.26, 0.00], [0.05, 0.01, 0.66], [0.13, 0.04, -0.55], [-0.14, -0.26, -0.10], [-0.04, -0.07, 0.34], [0.12, 0.21, -0.07], [0.12, 0.20, -0.34], [-0.43, -0.41, 0.30], [0.30, 0.59, -0.04], [0.31, -0.71, -0.11], [-0.25, -0.12, 0.30], [0.05, -0.12, -0.06], [0.02, 0.07, -0.02], [-0.01, 0.01, -0.03], [0.02, -0.04, 0.08], [-0.03, -0.01, -0.03], [0.00, -0.02, -0.07], [-0.07, -0.16, 0.08], [0.00, 0.04, 0.01], [0.01, -0.01, -0.03], [0.03, -0.03, 0.02], [0.00, 0.04, -0.04], [0.04, -0.05, 0.02], [-0.01, 0.00, 0.03], [-0.01, 0.04, 0.01], [-0.02, 0.01, -0.02], [0.00, 0.01, -0.02], [-0.02, 0.02, 0.03], [0.00, 0.00, -0.05], [0.00, -0.03, 0.03], [-0.03, -0.04, -0.01], [-0.03, 0.04, -0.03], [0.22, -0.36, 0.19], [-0.09, 0.47, -0.27], [0.01, 0.09, -0.31], [-0.28, 0.34, 0.26], [-0.03, 0.10, 0.03], [-0.02, -0.06, 0.03], [-0.05, 0.15, 0.03], [0.02, -0.06, -0.02], [-0.06, 0.04, 0.05], [0.22, -0.24, -0.73], [-0.20, 0.07, 0.22], [-0.49, -0.10, -0.11], [0.10, 0.01, -0.06], [-0.06, 0.05, 0.02], [0.03, -0.02, 0.00], [0.04, -0.01, -0.04], [-0.02, 0.03, -0.03], [0.01, 0.01, 0.12], [0.01, -0.06, 0.05], [-0.02, -0.01, 0.06], [0.01, -0.01, 0.04], [0.01, 0.09, 0.04], [-0.01, 0.03, 0.05], [0.01, 0.00, 0.00], [-0.06, 0.02, 0.12], [-0.08, 0.02, 0.02], [0.01, -0.02, -0.01], [-0.01, 0.00, 0.00], [0.00, 0.00, 0.01], [0.00, -0.01, 0.00], [-0.01, -0.01, -0.02]], "mulliken_spin": [0.841, -0.007, 0.004, -0.002, 0.002, -0.010, 0.000, 0.000, 0.002, 0.004, 0.001, 0.010, -0.031, -0.019, 0.018, 0.000, -0.001, 0.007, 0.000, 0.000, 0.000, 0.000, -0.003, -0.003, -0.046, 0.003, 0.001, 0.001, 0.002, 0.000, 0.010, -0.005, 0.015, -0.033, -0.011, 0.000, 0.000, 0.000, 0.000, 0.000, 0.000, 0.000, 0.000, 0.000, 0.000, 0.000, -0.004, 0.000, 0.000, 0.000, 0.000, 0.000, 0.000, -0.002, -0.002, 0.000, -0.003, 0.001, -0.006, 0.048, 0.008, -0.001, 0.001, 0.001, 0.003, 0.136, 0.026, 0.021, -0.001, 0.008, -0.004, 0.007, -0.004, 0.008, 0.003, 0.002, 0.000, 0.003, -0.003, 0.002, 0.000, -0.002, 0.000, 0.000, 0.000, 0.000, 0.002], "s2": 0.76, "spin_multiplicity": 2, "homo_energy_ha": [-0.2796, -0.2801], "orbital_gap_ev": [6.6, 6.1], "max_force_ev_per_a": 1.22, "molar_mass_g_mol": 1161.83, "charge": 0}

=====

Entry 2:
{"formula": "C25H48F3N2O16", "method": "ωB97M-V with the def2-TZVPD basis set", "elements": ["C", "C", "O", "C", "C", "N", "C", "N", "C", "C", "C", "C", "F", "C", "F", "F", "H", "H", "H", "H", "H", "H", "H", "H", "H", "H", "H", "H", "H", "H", "H", "H", "H", "H", "C", "O", "C", "O", "O", "C", "H", "H", "H", "H", "H", "H", "C", "O", "C", "O", "O", "C", "H", "H", "H", "H", "H", "H", "C", "O", "C", "O", "O", "C", "H", "H", "H", "H", "H", "H", "C", "O", "C", "O", "O", "C", "H", "H", "H", "H", "H", "H", "C", "O", "C", "O", "O", "C", "H", "H", "H", "H", "H", "H"], "coordinates": [[-1.89201, -3.58343, -1.79267], [-0.81399, -3.42206, -0.52428], [0.13906, -4.56738, -0.70617], [1.05608, -4.66745, 0.44224], [1.92285, -3.27916, 0.57855], [1.00844, -2.05680, 0.60519], [0.34105, -1.98228, 1.95845], [0.71784, -0.61802, 2.56632], [0.04238, -2.01959, -0.57912], [-0.84468, -0.65553, -0.42041], [-1.31606, 0.05549, -1.81575], [-0.17594, 0.13555, -2.98845], [0.03458, -1.10355, -3.81401], [0.64811, 1.31695, -3.35886], [1.95413, 1.07155, -4.04714], [0.20797, 2.70062, -3.03288], [-2.10479, -2.57277, -2.34263], [-1.39562, -4.29856, -2.60741], [-2.87085, -4.04127, -1.31939], [-1.42897, -3.58293, 0.46386], [1.84865, -5.53223, 0.22608], [0.51258, -4.97567, 1.45172], [2.67204, -3.22223, -0.32041], [2.54445, -3.32569, 1.57666], [1.61777, -1.21153, 0.51320], [-0.82109, -2.11339, 1.95432], [0.75741, -2.78340, 2.73476], [0.02844, -0.39053, 3.32674], [1.69107, -0.71263, 2.93802], [0.71458, -2.07353, -1.54285], [-1.84472, -0.96935, 0.15088], [-0.35206, 0.18073, 0.25758], [-1.58838, 1.18534, -1.54034], [-2.35152, -0.41364, -2.17895], [0.18590, -6.34216, -8.36938], [0.91033, -5.27037, -7.76892], [0.53208, -4.98400, -6.49762], [-0.34296, -5.55336, -5.86425], [1.29611, -3.95441, -6.05305], [1.00652, -3.54238, -4.71859], [0.57066, -6.48410, -9.38303], [0.33712, -7.27127, -7.81043], [-0.87925, -6.09823, -8.43658], [1.19065, -4.35958, -4.01369], [-0.02582, -3.18651, -4.63985], [1.67567, -2.71468, -4.46781], [0.00561, 5.78854, -2.10383], [-0.13929, 6.56668, -0.91741], [0.24472, 5.93044, 0.21794], [0.68410, 4.79339, 0.28928], [0.05522, 6.77849, 1.26023], [0.41948, 6.23899, 2.52934], [-0.33072, 6.39520, -2.94912], [1.05544, 5.52381, -2.26610], [-0.61842, 4.89033, -2.05496], [1.48591, 5.99236, 2.55228], [-0.18801, 5.35880, 2.76343], [0.22660, 7.00181, 3.28871], [0.09334, -10.02148, 3.92351], [-0.73139, -9.82798, 2.77614], [-0.12366, -9.17119, 1.75606], [1.02439, -8.75523, 1.75386], [-1.01452, -9.05739, 0.73878], [-0.50888, -8.38185, -0.41117], [-0.49372, -10.55582, 4.67551], [0.96752, -10.63078, 3.67231], [0.39918, -9.05883, 4.34583], [0.34119, -8.92571, -0.83569], [-0.22712, -7.35367, -0.16213], [-1.30455, -8.34849, -1.16052], [5.06799, 11.22570, 3.19763], [3.68136, 10.99476, 3.43846], [3.04960, 10.31068, 2.45144], [3.56224, 9.89979, 1.42216], [1.74865, 10.16289, 2.80800], [0.95604, 9.45579, 1.85607], [5.47136, 11.77970, 4.04971], [5.60890, 10.27737, 3.11625], [5.20762, 11.83114, 2.29622], [1.33256, 8.43666, 1.72116], [0.93128, 9.99048, 0.90104], [-0.06475, 9.39669, 2.24366], [-3.05520, 4.04441, 1.10346], [-2.81005, 3.90389, 2.50139], [-3.75608, 3.19302, 3.16546], [-4.75351, 2.69043, 2.67193], [-3.40011, 3.13817, 4.47378], [-4.31081, 2.41523, 5.29984], [-2.23718, 4.62926, 0.67396], [-3.07232, 3.06522, 0.61413], [-3.99223, 4.58274, 0.92808], [-4.37803, 1.37086, 4.97830], [-5.29803, 2.88843, 5.29223], [-3.92751, 2.43572, 6.32375]], "forces_ev_per_angstrom": [[0.70, -0.15, 0.31], [-0.48, -0.47, -1.44], [0.00, 1.62, 2.17], [0.92, -0.24, 0.11], [1.05, -2.08, -0.06], [0.77, -0.57, 0.22], [-0.49, 0.71, 3.63], [-0.55, -1.70, -0.33], [-0.94, -0.52, -0.65], [-0.93, 0.03, 0.17], [-0.54, 0.93, -0.59], [1.44, 2.12, -1.43], [-0.25, 3.66, 2.92], [-1.11, -2.67, 0.55], [-4.88, 1.71, 2.15], [2.31, -4.96, -1.07], [0.31, -1.90, 1.28], [-1.18, 1.43, 1.98], [2.00, 0.93, -1.36], [1.41, 0.54, -1.66], [-1.88, 1.92, 0.32], [0.89, 0.88, -2.09], [-1.64, 0.14, 1.62], [-1.25, 0.31, -2.01], [-0.66, -0.57, 0.32], [2.39, 0.41, -0.48], [-0.83, 1.16, -2.36], [1.27, -0.27, -0.94], [-1.39, 0.31, 0.01], [-1.40, 0.30, 1.83], [2.09, 0.75, -1.27], [-0.59, -2.01, -1.43], [0.77, -2.45, -0.71], [2.60, 0.91, 0.43], [-0.30, -0.47, -0.31], [-0.17, 0.48, 1.23], [-0.28, -0.34, -0.09], [1.21, 0.85, -0.76], [-0.46, -0.71, -0.34], [-0.04, 0.02, 0.29], [0.11, 0.27, 0.28], [-0.15, 0.22, -0.01], [0.19, -0.11, 0.16], [-0.19, 0.02, -0.11], [0.20, -0.28, -0.03], [-0.04, -0.21, -0.39], [0.07, -0.22, -0.51], [0.24, -0.41, 1.12], [0.14, -0.14, -0.04], [-0.65, 1.42, -0.09], [-0.12, -0.93, -1.15], [0.11, -0.28, 0.62], [0.02, 0.09, 0.39], [-0.23, -0.09, 0.12], [0.23, 0.10, 0.07], [-0.21, -0.08, -0.07], [0.19, 0.08, -0.12], [-0.05, 0.00, -0.37], [0.31, -0.15, 0.50], [0.37, 0.62, -1.06], [0.17, -0.07, 0.11], [-1.51, -0.39, -0.01], [0.60, -0.12, 0.91], [0.14, 0.15, -0.44], [-0.10, 0.12, -0.37], [-0.09, 0.26, 0.01], [0.08, -0.18, -0.17], [-0.06, 0.19, 0.17], [0.08, -0.20, -0.03], [0.01, -0.14, 0.35], [0.54, 0.12, -0.07], [-0.69, -0.56, -0.68], [0.18, -0.09, -0.34], [-0.74, 0.54, 1.47], [1.08, 0.29, -0.06], [-0.12, -0.24, -0.31], [-0.37, -0.12, -0.06], [-0.13, 0.18, -0.15], [-0.02, -0.26, 0.08], [0.07, 0.62, -0.10], [0.12, -0.20, 0.12], [0.29, 0.15, 0.15], [-0.09, 0.18, -0.50], [-0.53, -0.54, 0.63], [-0.50, -0.17, -0.07], [1.53, 0.68, 0.68], [-0.04, 0.14, -1.16], [-0.38, -0.25, 0.40], [-0.04, -0.11, 0.36], [-0.17, 0.14, 0.11], [0.10, -0.27, 0.03], [-0.13, 0.23, -0.05], [0.16, -0.20, -0.13], [0.15, 0.17, -0.32]], "mulliken_charge": [-0.834, 0.245, -0.369, -0.290, -0.819, 0.101, -0.569, -0.522, -0.036, -0.672, -0.276, 0.154, -0.198, 0.030, -0.207, -0.122, 0.175, 0.217, 0.259, 0.245, 0.382, 0.294, 0.357, 0.399, 0.540, 0.317, 0.344, 0.272, 0.270, 0.121, 0.192, 0.439, 0.144, 0.374, -0.604, -0.325, 0.683, -0.560, -0.357, -0.429, 0.225, 0.289, 0.289, 0.307, 0.260, 0.249, -0.567, -0.343, 0.829, -0.582, -0.334, -0.737, 0.293, 0.293, 0.196, 0.351, 0.267, 0.281, -0.610, -0.319, 0.787, -0.559, -0.315, -0.237, 0.225, 0.290, 0.282, 0.312, -0.100, 0.251, -0.609, -0.312, 0.728, -0.546, -0.337, -0.514, 0.219, 0.286, 0.287, 0.222, 0.353, 0.283, -0.274, -0.160, 0.675, -0.544, -0.311, -0.618, -0.148, 0.239, 0.348, 0.278, 0.292, 0.227], "spin_multiplicity": 1, "homo_energy_ha": -0.4443, "orbital_gap_ev": 9.3, "max_force_ev_per_a": 5.60, "molar_mass_g_mol": 689.65, "charge": 1}